Entry from OMol25: a molecular structure, C12H30BeFN2O4 at a distorted geometry (ωB97M-V/def2-TZVPD).

```
50
Properties=species:S:1:pos:R:3:forces:R:3:mulliken_charge:R:1
Be -16.02658 23.74596 19.76633 1.055 0.986 -2.120 0.5964
F -15.83903 24.53719 18.20070 -1.363 -1.638 2.491 -0.6720
C -15.90604 25.24043 22.89809 0.374 0.478 -0.034 -1.1404
O -15.52722 25.08578 21.54557 1.760 -0.794 -0.514 0.3635
C -14.27613 25.73027 21.13586 -0.917 2.489 1.828 -1.0182
C -13.77577 25.35017 19.77425 0.046 -0.119 1.874 -0.8917
N -13.96451 23.87767 19.81083 -0.767 1.377 -3.127 -0.0007
C -13.70132 23.34231 18.48224 1.046 -1.798 -1.663 -0.8497
C -14.06198 21.84377 18.43975 0.341 0.329 0.087 -0.7361
O -15.42627 21.58793 18.69148 -0.252 0.211 -0.583 -0.0403
C -15.84709 20.20885 18.71064 0.719 1.056 1.174 -0.9346
H -16.11450 26.28283 23.13902 0.327 0.226 0.042 0.3822
H -15.12953 24.84893 23.55523 -0.079 -0.044 0.200 0.3277
H -16.86005 24.73786 23.05744 0.493 0.004 0.241 0.4627
H -13.53375 25.76715 21.93310 0.038 -0.826 0.222 0.6682
H -14.58252 26.77208 21.04175 0.428 0.271 0.343 0.3519
H -12.71994 25.59804 19.66528 0.155 0.057 0.198 0.5173
H -14.30179 26.05400 19.12924 -0.359 -1.517 -1.011 0.1742
H -13.13237 23.53053 20.26593 -0.439 -0.030 1.235 0.4288
H -12.62257 23.33980 18.32610 0.456 -0.101 -0.022 0.4989
H -14.06731 23.90983 17.62663 -0.467 -0.124 0.648 0.4132
H -13.52513 21.38094 19.26782 0.505 -0.278 -0.652 0.4156
H -13.68177 21.41628 17.51195 -0.256 -0.122 -0.204 0.5696
H -15.16689 19.55874 19.26090 0.886 0.005 -0.406 0.3739
H -16.00169 19.83580 17.69820 -0.512 -0.048 0.278 0.2920
H -16.63604 20.22145 19.46263 -0.958 -0.182 -0.933 0.2321
C -14.26002 21.52194 21.64194 -0.359 -0.681 -0.621 -1.0576
O -15.36416 22.30989 21.27465 -2.350 0.094 1.035 0.3021
C -16.53369 22.02469 22.05376 -0.437 1.021 -0.456 -0.8630
C -17.69266 22.94866 21.60277 -0.246 0.440 0.636 -0.6148
N -17.98213 22.88988 20.12106 1.390 -0.616 1.580 0.0784
C -18.89502 23.81585 19.46291 1.250 2.266 0.692 -0.9635
C -18.60923 25.23780 20.00625 -0.668 1.530 -0.846 -0.8602
O -17.20647 25.64114 19.97341 -1.005 -0.065 0.875 0.0725
C -16.94961 27.00727 20.46053 -2.058 0.559 -1.398 -1.1400
H -14.62321 20.51038 21.82345 0.115 -0.170 0.462 0.3902
H -13.75561 21.93417 22.51587 0.269 -0.083 -0.139 0.1888
H -13.68857 21.41356 20.72009 0.520 0.293 1.105 0.1755
H -16.40146 22.20427 23.12071 0.402 0.418 0.183 0.4469
H -16.81163 20.97071 22.05313 0.005 -0.266 -0.697 0.6030
H -17.55111 23.97880 21.92970 0.600 -0.250 -1.079 -0.3481
H -18.47158 22.76607 22.34307 -0.979 -0.893 -0.587 0.4483
H -18.39464 21.97330 20.02198 0.660 -0.492 -0.717 0.3829
H -19.95475 23.58487 19.57121 0.033 0.009 0.205 0.5015
H -18.63183 23.88825 18.40763 -0.014 -0.543 -0.044 0.3638
H -19.12456 25.46371 20.93978 0.568 -0.418 0.725 0.4087
H -19.15409 25.91735 19.35093 0.010 0.104 -0.430 0.5353
H -17.12428 27.30091 21.49560 -0.049 -1.112 0.410 0.3855
H -17.68664 27.60603 19.92539 -0.223 0.167 -0.094 0.4412
H -16.03190 27.52016 20.17267 0.309 -1.180 -0.394 0.3381
```
Forces are in eV/Å.

Properties
Multiplicity: 1
HOMO energy: -0.4672 Eh
Charge: +1
Largest force on an atom: 3.502 eV/A

***

Entry from OMol25: a molecular structure, C12H30CaN2O4 at a distorted geometry (ωB97M-V/def2-TZVPD).

```
49
Properties=species:S:1:pos:R:3:forces:R:3:mulliken_charge:R:1
Ca -0.63288 0.36193 -0.10486 -0.903 -0.514 0.471 1.8978
C 1.56680 -0.65571 2.68152 -0.103 -0.243 0.718 -0.8585
O 0.52399 -1.05820 1.78732 -0.014 0.215 -0.306 -0.0997
C -0.02184 -2.32039 2.20061 -0.045 0.313 -0.028 -0.7982
C -1.24244 -2.63617 1.36382 0.050 -0.415 0.602 -0.7905
N -2.04877 -1.43369 1.13906 -0.381 -0.106 -0.740 -0.2691
C -3.21845 -1.76781 0.28672 -0.378 -0.287 0.287 -0.7610
C -4.03456 -0.53874 -0.01050 0.262 0.118 -0.142 -0.7462
O -3.18835 0.51187 -0.52020 0.332 -0.005 0.280 -0.3096
C -3.96192 1.71103 -0.70895 0.489 0.345 0.186 -0.9109
H 2.23770 -1.49112 2.89272 0.118 0.074 -0.269 0.3635
H 1.14595 -0.35013 3.64698 -0.081 0.044 -0.170 0.3502
H 2.12157 0.17061 2.26183 0.097 -0.006 -0.098 0.2080
H -0.30817 -2.26245 3.25600 0.109 0.101 0.001 0.4816
H 0.74381 -3.09025 2.09059 -0.048 -0.080 0.050 0.4260
H -1.82019 -3.36334 1.94586 0.033 -0.199 -0.258 0.3953
H -0.98710 -3.11099 0.41670 0.042 0.178 -0.134 0.4416
H -2.43326 -1.17442 2.04549 0.133 0.278 0.001 0.1482
H -3.90296 -2.47232 0.78223 0.171 0.058 0.092 0.3979
H -2.90342 -2.31342 -0.60582 0.260 0.359 -0.123 0.4489
H -4.50036 -0.16958 0.90795 -0.075 -0.040 -0.018 0.5290
H -4.81374 -0.76305 -0.74091 -0.046 -0.014 0.043 0.3784
H -4.71898 1.79271 0.06898 -0.235 -0.118 -0.188 0.3652
H -4.37436 1.72997 -1.71494 -0.278 -0.018 0.079 0.3508
H -3.30446 2.57152 -0.56392 0.041 -0.111 -0.145 0.3117
C -1.30894 2.53836 -2.77962 -0.198 -0.052 0.001 -0.8371
O -0.49174 2.23246 -1.62697 -0.055 -0.187 0.269 -0.2322
C 0.66041 3.08653 -1.52474 0.473 -0.304 -0.293 -0.7120
C 1.57176 2.57693 -0.41827 -0.366 0.738 0.571 -0.9350
N 1.60869 1.09572 -0.24290 1.237 1.224 -0.060 -0.1280
C 2.51589 0.48089 -1.24786 -0.270 -0.450 -0.537 -0.7919
C 2.89976 -0.91959 -0.81919 0.005 0.082 0.012 -0.2507
O 3.88085 -0.79898 0.17152 0.026 -0.086 0.171 -0.3413
C 4.62610 -2.00440 0.38121 -0.208 0.350 0.213 -0.8252
H -1.02946 3.50151 -3.19801 0.095 -0.034 -0.063 0.4629
H -2.34707 2.59710 -2.47089 0.023 -0.009 0.033 0.1669
H -1.20424 1.74616 -3.51852 0.131 0.082 -0.098 0.3227
H 0.33888 4.10249 -1.29511 0.024 0.039 -0.029 0.4540
H 1.19029 3.10307 -2.48130 -0.158 -0.105 -0.045 0.5111
H 1.24841 3.04756 0.52062 -0.175 -0.423 0.049 0.4067
H 2.57613 2.99019 -0.54231 0.021 -0.123 -0.318 0.5029
H 2.16603 1.04474 0.61011 -0.242 -0.475 0.081 0.0050
H 3.42454 1.07378 -1.36681 0.003 0.040 0.043 0.3988
H 2.02976 0.43038 -2.22882 -0.137 0.138 0.133 0.4174
H 3.25688 -1.48909 -1.68314 0.047 0.004 0.021 0.5819
H 2.01170 -1.43243 -0.40241 0.069 -0.135 -0.174 -0.0609
H 5.24032 -1.83699 1.26037 0.087 -0.005 -0.027 0.2588
H 5.26035 -2.20393 -0.48128 -0.011 -0.138 -0.044 0.3517
H 3.95111 -2.84034 0.58003 0.030 -0.096 -0.100 0.3232
```
Forces are in eV/Å.

Properties
Multiplicity: 1
HOMO energy: -0.5704 Eh
Charge: +2
Largest force on an atom: 1.741 eV/A

***

Entry from OMol25: a molecular structure, C12H30CaN2O8S at a distorted geometry (ωB97M-V/def2-TZVPD).

```
54
Properties=species:S:1:pos:R:3:forces:R:3:lowdin_spin:R:1
Ca -14.39129 -54.00608 -3.03962 2.073 -0.347 -0.523 -0.0012
S -16.68479 -52.70536 -2.13268 1.068 1.629 -3.147 -0.0338
O -15.58270 -52.17644 -3.01713 -1.772 1.122 0.497 0.0159
O -16.57593 -52.11257 -0.79956 -0.881 1.216 1.336 0.5618
O -18.02102 -52.54569 -2.69412 0.708 0.315 0.940 0.3270
O -16.27927 -54.06743 -1.95494 -0.964 -3.359 1.254 0.1307
C -13.02171 -51.97578 -5.31234 0.879 1.548 0.500 0.0000
O -13.69173 -53.14249 -5.20171 -2.500 -3.349 -1.840 -0.0001
C -14.63717 -53.41758 -6.24534 -1.578 -0.324 0.931 0.0000
C -15.24459 -54.82204 -6.06121 1.300 0.457 -0.811 0.0001
N -15.52970 -55.25613 -4.68807 -0.788 0.562 -1.985 0.0007
C -15.39633 -56.68111 -4.62178 1.479 -1.529 2.179 0.0000
C -15.41757 -57.04285 -3.17681 -0.607 0.724 1.835 0.0001
O -14.33197 -56.30797 -2.49192 -0.729 -0.947 -1.586 -0.0002
C -14.14384 -56.67611 -1.16512 -0.316 -1.059 1.272 -0.0001
H -12.88769 -51.84307 -4.23879 1.150 1.514 -0.210 0.0000
H -13.60536 -51.17796 -5.77162 -0.221 0.165 0.295 0.0000
H -12.12449 -52.09501 -5.91971 0.394 0.116 0.288 0.0000
H -14.32717 -53.28659 -7.28208 0.860 -0.187 0.119 0.0000
H -15.48443 -52.73666 -6.16421 0.061 0.578 0.368 0.0000
H -14.50089 -55.53624 -6.41466 -0.215 -0.040 -0.434 0.0000
H -16.14075 -54.83132 -6.68162 0.077 -0.349 -0.200 0.0000
H -16.49610 -55.00745 -4.53206 -0.377 0.004 0.480 -0.0003
H -14.36186 -56.97574 -4.79828 0.058 0.245 -1.159 0.0000
H -16.06246 -57.40377 -5.09310 -0.338 0.651 -0.749 0.0000
H -15.39275 -58.12095 -3.01814 0.546 -0.002 0.133 0.0000
H -16.34422 -56.68178 -2.73065 -0.238 -0.069 0.255 0.0001
H -14.20032 -57.75683 -1.03486 0.165 -0.241 -0.214 0.0000
H -14.93685 -56.30792 -0.51423 -0.034 0.465 0.066 0.0000
H -13.16098 -56.38379 -0.79546 -0.078 0.319 -0.263 0.0000
C -11.66632 -55.47985 -4.62277 -1.283 -0.491 0.030 0.0000
O -12.23126 -54.81134 -3.48197 2.005 0.168 0.473 0.0000
C -11.10223 -54.29867 -2.72023 0.817 0.882 0.633 0.0000
C -11.50423 -53.83962 -1.30577 -0.064 -2.846 -0.641 0.0000
N -12.75078 -53.06776 -1.45697 1.546 -1.958 1.914 -0.0002
C -12.43160 -51.70223 -1.32553 -0.931 4.153 0.908 -0.0001
C -12.46991 -51.11479 0.18117 0.115 -1.770 -1.360 0.0001
O -11.79532 -52.01560 1.06183 -0.531 0.167 -0.488 0.0000
C -11.67943 -51.60198 2.40599 1.036 0.218 0.745 0.0000
H -11.20906 -54.77174 -5.31385 0.298 -0.099 0.168 0.0000
H -12.47998 -55.98850 -5.13981 -0.178 0.312 -0.089 0.0000
H -11.03683 -56.30907 -4.29988 0.499 0.359 0.010 0.0000
H -10.65687 -53.43107 -3.20710 -0.136 0.050 -0.644 0.0000
H -10.33087 -55.06866 -2.70590 0.005 -0.027 0.247 0.0000
H -10.80749 -53.51273 -0.53390 0.746 1.542 -1.120 0.0000
H -11.58447 -54.76748 -0.73944 -1.549 -0.618 -0.171 0.0000
H -13.15242 -53.25070 -0.54850 -0.988 -0.276 0.296 -0.0001
H -13.28595 -51.22758 -1.80810 0.016 0.826 0.057 -0.0001
H -11.57126 -51.28478 -1.84865 0.359 -0.883 -0.126 0.0000
H -13.54078 -51.13191 0.38378 -0.095 0.528 0.573 0.0001
H -12.01719 -50.12360 0.20680 -0.228 0.091 0.029 0.0000
H -10.93240 -52.25485 2.85744 -0.014 -0.065 -0.071 0.0000
H -12.53422 -51.62748 3.08185 -0.723 -0.315 -0.646 0.0000
H -11.28449 -50.59097 2.50603 0.096 0.220 -0.352 0.0000
```
Forces are in eV/Å.

Properties
Multiplicity: 2
⟨S²⟩: 0.762
HOMO energy (alpha / beta): -0.4672 / -0.4671 Eh
Charge: +1
Largest force on an atom: 4.566 eV/A

***

Entry from OMol25: a molecular structure, C12H30ClCuN2O4 at a distorted geometry (ωB97M-V/def2-TZVPD).

```
50
Properties=species:S:1:pos:R:3:forces:R:3:mulliken_charge:R:1
Cu 2.92951 -9.94464 8.62791 -0.385 0.289 -0.132 -0.1903
Cl 0.72844 -11.75928 9.68156 -0.720 -1.955 -1.645 1.7150
O 1.52526 -11.57808 8.41923 -0.552 -0.305 0.971 -0.5734
O 0.89480 -10.58394 10.46088 0.223 1.152 0.794 -0.6518
O -0.67685 -11.93293 9.32749 1.577 0.102 0.329 -0.6749
O 1.25847 -12.91490 10.37306 -0.366 0.652 -0.318 -0.6955
C -0.43827 -8.35474 6.49134 -0.544 0.282 -0.007 -1.4445
C 0.49394 -9.14550 7.37231 -0.918 -1.060 -0.793 -0.5833
N 1.74043 -8.46724 7.66405 2.128 0.554 1.158 1.5028
C 1.57112 -7.20296 8.46718 -0.862 0.291 0.584 -0.5886
C 0.69807 -7.37438 9.73411 -0.895 1.119 -1.094 -1.2381
C 2.46399 -7.99851 6.47084 -0.544 0.074 -0.824 -1.1136
C 2.87844 -9.09099 5.47552 0.381 -1.376 1.118 -1.2854
H 0.00750 -8.09047 5.50810 -0.419 0.020 0.696 0.2564
H -0.82315 -7.48625 7.05231 0.094 -0.033 -0.645 0.2455
H -1.27674 -9.02453 6.31120 -0.231 0.172 -0.189 0.4917
H -0.01173 -9.39156 8.32376 0.349 0.062 -0.499 0.3194
H 0.64891 -10.12520 6.83344 0.386 1.019 0.878 0.3219
H 2.54214 -6.74944 8.79697 -0.505 -0.837 -0.705 0.3960
H 1.07077 -6.45395 7.79045 0.507 -0.439 0.633 0.3864
H 0.89451 -6.55748 10.42962 0.131 0.068 -0.079 0.3913
H -0.38177 -7.24987 9.44597 0.883 -0.508 0.436 0.2610
H 0.86514 -8.29104 10.26219 0.010 -0.601 0.080 0.2408
H 3.28636 -7.35609 6.82369 0.077 -0.684 -0.211 0.5981
H 1.79848 -7.28738 5.98066 0.029 0.165 -0.357 0.6648
H 2.14447 -9.52672 4.79473 -0.551 0.706 0.150 0.3066
H 3.15330 -10.02168 6.06961 0.300 1.051 -0.597 0.0445
H 3.70100 -8.75550 4.84637 0.189 -0.099 0.191 0.4023
C 5.73988 -8.98151 7.81061 -0.326 0.108 0.329 -1.1830
C 5.82157 -10.36191 8.48608 -2.973 0.024 -1.988 -0.6125
N 4.65100 -10.63178 9.40039 0.980 0.580 -1.419 1.1440
C 4.94693 -9.89234 10.62028 -0.078 -0.195 1.250 -0.6301
C 4.00101 -10.26764 11.75123 -0.842 2.052 0.402 -1.1658
C 4.67617 -12.08942 9.61701 -0.011 0.005 0.674 -0.2118
C 4.33447 -12.94151 8.40955 -1.505 -0.415 0.010 -1.5356
H 6.66801 -8.86225 7.23529 -0.417 0.323 -0.031 0.4841
H 5.59810 -8.13053 8.50875 0.610 -0.559 -0.071 0.2618
H 4.83381 -8.88532 7.18669 0.682 -0.433 -0.124 0.0359
H 5.68063 -11.16132 7.69506 0.888 1.043 0.743 0.3986
H 6.70955 -10.45910 9.04675 1.228 -0.418 0.512 0.4031
H 5.98401 -10.12586 10.90355 -0.020 -0.027 0.200 0.3125
H 4.91425 -8.81525 10.44737 -0.085 -0.130 -0.217 0.3050
H 2.94441 -9.90701 11.51803 1.307 -0.629 0.336 0.1382
H 3.99681 -11.32564 11.88204 -0.167 -0.520 0.507 0.3285
H 4.33063 -9.76363 12.70085 -0.315 -0.535 -0.851 0.4262
H 3.95163 -12.30582 10.39613 -0.026 -0.140 -0.201 0.2428
H 5.66064 -12.30226 10.03667 0.239 -0.360 0.034 0.4289
H 5.06466 -13.57172 7.95385 1.162 -0.273 0.213 0.3581
H 3.93518 -12.38816 7.56193 -0.303 0.363 0.183 0.2374
H 3.52845 -13.61688 8.74420 0.198 0.256 -0.412 0.3283
```
Forces are in eV/Å.

Properties
Multiplicity: 1
HOMO energy: -0.3126 Eh
Largest force on an atom: 3.576 eV/A

***

no.,E (hartree)
1,-999.9698
2,-1562.8091
3,-2262.1787
4,-2986.0768